{
  "formula": "C39H46KN7O2S3",
  "method": "ωB97M-V/def2-TZVPD",
  "species": ["K", "C", "C", "C", "C", "C", "C", "C", "C", "C", "C", "C", "C", "N", "C", "O", "C", "C", "C", "C", "C", "N", "C", "O", "N", "C", "C", "C", "C", "C", "C", "C", "C", "C", "C", "C", "C", "H", "H", "H", "H", "H", "H", "H", "H", "H", "H", "H", "H", "H", "H", "H", "H", "H", "H", "H", "H", "H", "H", "H", "H", "H", "H", "H", "H", "H", "H", "H", "H", "H", "H", "H", "H", "H", "N", "N", "H", "H", "H", "H", "S", "C", "S", "C", "N", "N", "C", "C", "C", "C", "C", "C", "S", "H", "H", "H", "H", "H"],
  "positions_angstrom": [[1.49296, 0.08837, 0.51500], [3.58166, -3.67169, -0.09236], [2.43614, -3.04527, -0.88581], [2.87288, -2.69486, -2.30777], [1.18504, -3.89723, -0.89517], [1.20029, -5.08323, -1.62397], [0.06827, -5.86450, -1.75597], [-1.11276, -5.41668, -1.18415], [-1.16952, -4.24607, -0.44343], [-2.52605, -3.78340, 0.05761], [-3.46105, -3.49244, -1.12070], [-3.15432, -4.78391, 1.02608], [0.01161, -3.49044, -0.23050], [-0.01114, -2.31373, 0.54097], [-0.46350, -2.47834, 1.77974], [-0.65176, -3.54885, 2.39214], [-0.84208, -1.20536, 2.54358], [-1.34049, -1.30791, 3.83765], [-1.69206, -0.14450, 4.50114], [-1.52197, 1.08105, 3.87749], [-1.00379, 1.09760, 2.58842], [-0.70714, -0.02684, 1.94213], [-0.77393, 2.43021, 1.88438], [-1.22856, 3.44380, 2.45373], [-0.11528, 2.36380, 0.73500], [-0.05201, 3.56268, 0.00138], [1.19943, 4.14564, -0.28571], [1.26771, 5.30519, -1.05013], [0.12475, 5.89584, -1.55952], [-1.10208, 5.29677, -1.31764], [-1.21377, 4.14030, -0.55755], [-2.58130, 3.50674, -0.38806], [-3.17200, 3.09716, -1.74010], [-3.52995, 4.42724, 0.37926], [2.47591, 3.51009, 0.22303], [3.17897, 4.36242, 1.27677], [3.42463, 3.16474, -0.92109], [4.44660, -3.00349, -0.06696], [3.89368, -4.61709, -0.54631], [3.27708, -3.87175, 0.93599], [2.16494, -2.12607, -0.38102], [3.21421, -3.58346, -2.84516], [3.69277, -1.97902, -2.28905], [2.05114, -2.24572, -2.87044], [2.12252, -5.39479, -2.10325], [0.09595, -6.79194, -2.31659], [-2.02122, -5.99465, -1.32417], [-2.38817, -2.84481, 0.59076], [-3.65811, -4.39800, -1.70086], [-3.02193, -2.75231, -1.79169], [-4.41956, -3.10485, -0.76372], [-3.36645, -5.73413, 0.52554], [-4.09938, -4.39568, 1.41769], [-2.47604, -4.96432, 1.85872], [-1.43409, -2.28869, 4.28080], [-2.08989, -0.19164, 5.50924], [-1.76658, 2.02102, 4.35075], [2.23623, 5.75312, -1.24886], [0.18780, 6.80274, -2.15028], [-1.99928, 5.74015, -1.73830], [-2.45650, 2.59620, 0.19497], [-3.31982, 3.96684, -2.38678], [-4.14252, 2.61310, -1.60040], [-2.51624, 2.39281, -2.25514], [-3.72227, 5.34704, -0.18230], [-3.09300, 4.68361, 1.34370], [-4.49043, 3.93216, 0.54928], [2.17300, 2.58548, 0.70643], [3.51058, 5.31329, 0.84798], [4.05272, 3.83593, 1.66712], [2.50468, 4.58139, 2.10612], [3.78021, 4.07037, -1.42132], [2.92169, 2.54529, -1.66937], [4.28566, 2.60644, -0.55003], [0.58151, 0.33920, -2.94319], [-0.44460, 0.32749, -1.94646], [1.48412, 0.62458, -2.56974], [0.31816, 1.02048, -3.64264], [-0.35491, 1.09283, -1.28402], [-0.43483, -0.56028, -1.45672], [8.45932, -0.80854, -2.33839], [7.08182, -0.53234, -1.42113], [7.03961, -0.44830, 0.30155], [5.32332, -0.04635, 0.29561], [4.83872, -0.02845, -0.91816], [5.82888, -0.30752, -1.85351], [5.42280, -0.22511, -3.21841], [5.74685, -1.23438, -4.10998], [5.28978, -1.15561, -5.41631], [4.50886, -0.08367, -5.82423], [4.18689, 0.91838, -4.91926], [4.64522, 0.85300, -3.61366], [4.49014, 0.23369, 1.74533], [6.34430, -2.06981, -3.77625], [5.53137, -1.94666, -6.11486], [4.14221, -0.03708, -6.84194], [3.57091, 1.75366, -5.22815], [4.39419, 1.61312, -2.88823]],
  "forces_ev_per_angstrom": [[0.235, -0.042, -0.118], [-0.003, -0.036, 0.012], [-0.006, -0.034, 0.037], [-0.048, 0.040, -0.008], [0.005, -0.073, -0.042], [0.005, 0.011, 0.018], [-0.006, -0.010, -0.001], [-0.033, -0.029, -0.021], [0.034, 0.034, 0.043], [-0.003, 0.043, -0.027], [-0.005, -0.006, 0.009], [-0.008, -0.040, 0.003], [-0.002, 0.003, -0.014], [-0.153, -0.066, -0.111], [-0.047, -0.061, 0.117], [-0.003, 0.040, 0.068], [0.079, -0.013, -0.116], [0.004, -0.041, 0.011], [-0.021, 0.019, 0.041], [0.000, 0.016, 0.026], [-0.003, -0.054, -0.028], [0.193, 0.017, -0.028], [-0.088, 0.093, 0.034], [-0.026, -0.013, 0.004], [-0.062, 0.129, -0.079], [0.048, -0.066, -0.022], [-0.022, 0.018, 0.021], [-0.008, -0.021, 0.015], [-0.016, 0.024, -0.020], [0.000, 0.011, -0.018], [0.038, -0.011, -0.014], [-0.008, -0.017, -0.003], [0.004, 0.013, -0.002], [-0.010, 0.008, 0.004], [-0.104, 0.010, -0.017], [-0.015, 0.028, 0.000], [0.034, -0.015, 0.011], [-0.012, 0.018, -0.015], [-0.005, -0.006, 0.005], [-0.008, -0.011, -0.001], [0.041, 0.099, 0.066], [-0.005, -0.002, -0.023], [0.041, -0.001, 0.043], [0.005, -0.025, -0.006], [0.008, 0.011, -0.001], [-0.002, 0.003, -0.003], [0.000, 0.003, 0.004], [-0.010, -0.011, -0.019], [-0.008, 0.000, -0.005], [0.004, 0.003, -0.001], [0.000, -0.003, 0.003], [-0.007, 0.003, -0.007], [-0.004, 0.000, 0.001], [-0.005, 0.008, -0.006], [0.006, -0.012, -0.025], [0.003, -0.001, -0.001], [0.003, 0.013, -0.019], [0.008, -0.007, 0.003], [0.000, -0.002, 0.002], [-0.005, -0.003, 0.006], [0.011, -0.006, 0.011], [-0.009, 0.000, -0.004], [-0.003, 0.003, 0.002], [-0.001, 0.000, 0.009], [-0.001, 0.003, 0.000], [0.005, -0.001, 0.005], [-0.004, -0.001, -0.003], [0.093, -0.001, 0.117], [-0.005, 0.004, 0.007], [0.001, -0.007, -0.004], [-0.007, 0.005, -0.002], [0.012, -0.021, -0.026], [-0.036, 0.043, 0.020], [0.020, 0.007, 0.013], [0.013, -0.081, 0.054], [-0.022, 0.096, -0.127], [0.018, 0.025, -0.020], [0.008, -0.002, -0.004], [-0.080, -0.049, 0.180], [-0.016, -0.018, 0.021], [-0.022, 0.017, 0.122], [0.028, -0.064, -0.246], [0.093, 0.045, 0.128], [-0.119, -0.126, -0.191], [0.040, 0.085, 0.152], [-0.024, 0.037, -0.062], [0.012, -0.008, 0.082], [0.017, -0.052, -0.073], [-0.002, 0.018, 0.022], [-0.002, -0.002, 0.010], [-0.013, 0.028, -0.061], [0.012, -0.040, 0.037], [-0.029, 0.056, 0.056], [-0.012, 0.008, -0.001], [0.007, -0.007, 0.006], [-0.007, 0.012, 0.000], [-0.004, 0.001, 0.008], [0.006, 0.008, -0.019]],
  "mulliken_charge": [0.5872, -1.6121, 3.0865, -0.5386, 0.6453, -0.6047, -1.5380, -0.1592, 0.5581, 0.8076, -1.5358, -1.6493, -1.1498, 0.6508, -0.3691, -0.7904, 0.5604, -0.7088, -0.4033, -0.7099, 0.4984, -0.1969, -0.5926, -0.8122, 0.9134, -1.1177, 0.9097, -0.4113, -1.5221, -0.3698, 0.7631, 0.8537, -1.4230, -1.6787, 2.0603, -1.9409, -1.2333, 0.2543, 0.3408, 0.4009, -1.3735, 0.3832, -0.4718, 0.4162, 0.3172, 0.3472, 0.2538, 0.0627, 0.2947, 0.3433, 0.4363, 0.3207, 0.4293, 0.3699, 0.5085, 0.3789, 0.5010, 0.3508, 0.3467, 0.2821, -0.0020, 0.2732, 0.4462, 0.2714, 0.3097, 0.3593, 0.4374, -0.4768, 0.3522, 0.4353, 0.3980, 0.1143, 0.1012, 0.3538, -0.4025, -0.4726, 0.1230, 0.2737, 0.1679, 0.3627, -0.4210, 0.3866, -0.2232, -0.0593, 0.1269, 0.3091, -0.6591, -0.0174, -0.7385, -0.4275, -0.6190, -0.1430, -0.3645, 0.4162, 0.3572, 0.3761, 0.4131, 0.5417],
  "energy_ev": -104551.5297,
  "total_charge": -2,
  "homo_energy_ha": -0.1028,
  "relative_energy_kcal_mol": 8.1,
  "largest_force_ev_per_a": 0.27,
  "orbital_gap_ev": 6.8
}